DFT (ωB97M-V/def2-TZVPD) results for a 2-piece molecular cluster, C6H13NOP2 overall in a non-equilibrium geometry.

Values from the calculation:
SMILES: O=C1CCCN1CP.C=P
Calculated total energy: -1048.99632 hartree
Frontier orbital gap: 8.432 eV

Last columns: bonded neighbours and bond lengths (Å).
Atoms and positions in Å:
1 P -3.619 -1.460 -0.202  C7 1.680, H19 1.442
2 P 0.740 1.595 -2.224  C5 1.839, H18 1.464, H22 1.521
3 O 1.709 2.382 1.985  C6 1.199
4 N 0.997 0.892 0.386  C5 1.444, C6 1.398, C10 1.411
5 C 0.208 1.745 -0.470  P2 1.839, N4 1.444, H12 1.161, H17 1.105
6 C 1.824 1.328 1.427  O3 1.199, N4 1.398, C9 1.515
7 C -2.845 -0.179 -0.965  P1 1.680, H16 1.077, H21 1.059
8 C 2.018 -1.038 1.373  C9 1.529, C10 1.512, H11 1.095, H20 1.112
9 C 2.723 0.208 1.910  C6 1.515, C8 1.529, H13 1.109, H23 1.037
10 C 1.077 -0.515 0.311  N4 1.411, C8 1.512, H14 1.154, H15 1.162
11 H 1.300 -1.391 2.119  C8 1.095
12 H 0.129 2.666 0.232  C5 1.161
13 H 3.728 0.307 1.452  C9 1.109
14 H 0.056 -1.040 0.429  C10 1.154
15 H 1.389 -0.867 -0.751  C10 1.162
16 H -2.947 0.019 -2.019  C7 1.077
17 H -0.843 1.410 -0.412  C5 1.105
18 H -0.034 2.796 -2.544  P2 1.464
19 H -3.653 -2.640 -1.030  P1 1.442
20 H 2.787 -1.677 0.888  C8 1.112
21 H -2.764 0.634 -0.292  C7 1.059
22 H 1.950 2.475 -1.952  P2 1.521
23 H 2.918 0.227 2.928  C9 1.037

DFT (ωB97M-V/def2-TZVPD) results for a 2-piece molecular cluster, C6H13NS overall in a non-equilibrium geometry.

Values from the calculation:
SMILES: C=NSC1(C)CC1.C
Calculated total energy: -689.24129 hartree
Frontier orbital gap: 9.297 eV

Last columns: bonded neighbours and bond lengths (Å).
Atoms and positions in Å:
1 S -0.360 -0.476 0.174  N2 1.604, C8 1.781
2 N -1.499 -0.442 -0.954  S1 1.604, C7 1.226
3 C 0.543 1.729 1.556  C8 1.534, H15 1.108, H16 1.063, H17 1.138
4 C 2.131 -3.260 0.518  H11 1.021, H12 1.089, H13 1.092, H21 1.047
5 C 0.023 2.156 -0.942  C6 1.530, C8 1.507, H14 1.032, H19 1.047
6 C -1.339 2.188 -0.247  C5 1.530, C8 1.554, H10 1.119, H18 1.093
7 C -2.127 -1.385 -1.424  N2 1.226, H9 1.096, H20 1.120
8 C -0.182 1.294 0.276  S1 1.781, C3 1.534, C5 1.507, C6 1.554
9 H -1.903 -2.445 -1.257  C7 1.096
10 H -2.120 1.574 -0.762  C6 1.119
11 H 1.757 -2.322 0.360  C4 1.021
12 H 2.643 -3.726 -0.322  C4 1.089
13 H 2.721 -3.184 1.434  C4 1.092
14 H 0.023 1.763 -1.896  C5 1.032
15 H 0.148 1.040 2.328  C3 1.108
16 H 0.411 2.762 1.771  C3 1.063
17 H 1.640 1.577 1.293  C3 1.138
18 H -1.382 3.071 0.396  C6 1.093
19 H 0.604 3.027 -0.961  C5 1.047
20 H -2.969 -1.212 -2.141  C7 1.120
21 H 1.238 -3.731 0.798  C4 1.047

DFT (ωB97M-V/def2-TZVPD) results for one molecule with the formula C6H13NS in a non-equilibrium geometry.

Values from the calculation:
Calculated total energy: -689.23922 hartree
Frontier orbital gap: 8.584 eV

Last columns: bonded neighbours and bond lengths (Å).
Atoms and positions in Å:
1 S -1.500 0.437 -0.627  N2 1.634, C4 1.865, C7 1.821
2 N -2.375 0.737 0.721  S1 1.634, H21 1.036
3 C 0.378 -1.550 -1.397  C4 1.545, H9 1.110, H12 1.161, H17 1.018
4 C -0.111 -0.726 -0.185  S1 1.865, C3 1.545, C5 1.548, C7 1.492
5 C -0.386 -1.486 1.136  C4 1.548, H13 1.034, H16 1.129, H19 1.083
6 C 0.255 1.426 1.227  C7 1.514, H14 1.110, H15 1.154, H18 1.018
7 C 0.223 0.726 -0.115  S1 1.821, C4 1.492, C6 1.514, C8 1.483
8 C 1.214 1.155 -1.131  C7 1.483, H10 1.181, H11 1.127, H20 1.104
9 H 1.226 -1.038 -1.898  C3 1.110
10 H 0.913 0.695 -2.177  C8 1.181
11 H 2.209 0.757 -0.783  C8 1.127
12 H 0.674 -2.641 -1.134  C3 1.161
13 H -1.301 -1.243 1.550  C5 1.034
14 H 0.816 0.805 1.956  C6 1.110
15 H 0.783 2.450 1.165  C6 1.154
16 H 0.248 -1.068 1.971  C5 1.129
17 H -0.424 -1.505 -2.024  C3 1.018
18 H -0.659 1.637 1.622  C6 1.018
19 H -0.228 -2.548 0.995  C5 1.083
20 H 1.347 2.251 -1.129  C8 1.104
21 H -3.301 0.728 0.258  N2 1.036